68
Properties=species:S:1:pos:R:3 method="wB97M-V/def2-TZVPD" homo_ev=-11.052 gap_ev=7.830 energy_ha=-4513.60547 mol_weight_g_mol=713.20 relative_energy_ev=7.217
Ag 7.0320 -16.3745 -3.9132
As 2.1517 -16.3677 -4.4955
F 3.3023 -17.7326 -4.0947
F 1.1344 -16.7495 -3.0899
F 1.1993 -14.9366 -5.1056
F 3.2499 -16.0197 -5.7553
F 1.3007 -17.6173 -5.5603
F 3.2000 -15.3032 -3.4212
C 8.7445 -22.3653 -7.7302
C 7.4731 -21.4910 -7.7426
O 7.7114 -20.2802 -8.4530
C 7.9860 -19.0988 -7.8204
O 8.1947 -18.9877 -6.5656
O 7.9761 -18.1447 -8.6722
C 8.0087 -16.7692 -8.2380
H 8.6023 -23.4272 -7.5291
H 9.5796 -22.1642 -7.0591
H 9.1236 -22.2621 -8.7469
H 7.1366 -21.3781 -6.7121
H 6.6591 -22.1212 -8.1010
H 7.1718 -16.5228 -7.5845
H 8.0772 -16.0816 -9.0810
H 8.8042 -16.6160 -7.5088
C 9.6043 -8.8880 -2.3222
C 8.3733 -8.9046 -3.2247
O 8.2124 -10.1999 -3.7179
C 7.1082 -10.7458 -4.3555
O 7.0490 -11.9719 -4.6048
O 6.1473 -9.8006 -4.5290
C 4.8755 -10.2111 -5.1537
H 9.9877 -9.9082 -2.3368
H 9.2762 -8.6144 -1.3194
H 10.3344 -8.1294 -2.6042
H 8.4783 -8.1062 -3.9594
H 7.4249 -8.7968 -2.6985
H 4.3093 -9.2821 -5.0873
H 4.4750 -11.1093 -4.6837
H 5.0302 -10.4252 -6.2112
C 11.8298 -19.9643 1.0777
C 10.8626 -19.2821 0.0676
O 10.4522 -18.0670 0.6120
C 9.3356 -17.4965 0.1383
O 8.4870 -17.9854 -0.6530
O 9.2754 -16.2355 0.6484
C 8.4977 -15.3024 0.0226
H 11.3251 -19.9651 2.0438
H 12.6968 -19.3543 1.3311
H 12.1071 -20.9392 0.6766
H 10.0433 -19.9741 -0.1273
H 11.4144 -19.0186 -0.8348
H 7.4797 -15.5950 0.2799
H 8.5935 -15.4900 -1.0468
H 8.7634 -14.2920 0.3332
C 14.4795 -17.9885 -4.8690
C 14.6396 -17.0299 -3.6110
O 13.3633 -16.5389 -3.5072
C 12.8938 -15.3854 -4.0838
O 11.6882 -15.1876 -4.0869
O 13.7647 -14.6728 -4.6670
C 13.4432 -13.4357 -5.2986
H 15.2649 -18.7183 -5.0656
H 14.4371 -17.4908 -5.8378
H 13.6057 -18.6251 -4.7303
H 15.4153 -16.2681 -3.6889
H 14.7655 -17.6745 -2.7411
H 13.6865 -12.5322 -4.7394
H 12.4384 -13.4022 -5.7196
H 14.1963 -13.3160 -6.0774